Record 1
The following is a quantum chemistry calculation of one molecule with the formula C3H6N2S2, from the OMol25 dataset.

Summary:
HOMO-LUMO gap (spin up / spin down): 8.56 / 6.50 eV
Lowest unoccupied orbital energy (spin up / spin down): -0.35 / -1.29 eV
E_HOMO (spin up / spin down): -8.912 / -7.797 eV

Atoms and positions in Å:
C -2.39 -1.22 0.39
C -1.46 0.94 -0.87
C 1.88 -0.41 0.46
N -1.51 -1.77 -0.16
N -0.21 0.60 -0.42
S -2.71 0.68 0.42
S 0.44 0.75 1.02
H -3.23 -1.65 0.99
H -1.58 1.93 -1.15
H -1.56 0.32 -1.75
H 2.79 0.05 0.97
H 1.62 -0.35 -0.63
H 1.77 -1.34 1.06

Charges per atom according to natural (NBO) partitioning, unit e: atom 1 (C): -0.131, atom 2 (C): -0.370, atom 3 (C): -0.712, atom 4 (N): -0.239, atom 5 (N): -0.665, atom 6 (S): 0.132, atom 7 (S): 0.578, atom 8 (H): 0.231, atom 9 (H): 0.220, atom 10 (H): 0.232, atom 11 (H): 0.217, atom 12 (H): 0.280, atom 13 (H): 0.228

=====

Record 2
The following is a quantum chemistry calculation of one molecule with the formula C3H6N2S3, from the OMol25 dataset.

Summary:
HOMO-LUMO gap: 8.16 eV
Lowest unoccupied orbital energy: -0.55 eV
E_HOMO: -8.709 eV

Atoms and positions in Å:
C -0.20 -2.23 0.51
C -0.22 -0.91 1.17
C -0.21 0.64 -2.10
H -0.53 -3.09 1.07
H 0.85 -2.41 0.19
H -0.69 -2.02 -0.40
H 0.61 0.94 1.06
H -1.16 0.68 -1.64
H -0.89 0.07 4.41
N 0.29 0.21 0.50
N -0.61 -0.93 2.39
S 1.13 0.17 -0.92
S 0.09 0.78 -3.67
S -0.73 0.67 3.19

Charges per atom according to natural (NBO) partitioning, unit e: atom 1 (C): -0.657, atom 2 (C): 0.411, atom 3 (C): -0.470, atom 4 (H): 0.255, atom 5 (H): 0.227, atom 6 (H): 0.224, atom 7 (H): 0.410, atom 8 (H): 0.202, atom 9 (H): 0.141, atom 10 (N): -0.809, atom 11 (N): -0.559, atom 12 (S): 0.486, atom 13 (S): 0.082, atom 14 (S): 0.057

=====

Record 3
The following is a quantum chemistry calculation of an isolated ion of composition C3H6N3 and charge +1, from the OMol25 dataset.

Summary:
HOMO-LUMO gap: 6.79 eV
Charge: +1
Lowest unoccupied orbital energy: -7.08 eV
E_HOMO: -13.869 eV

Atoms and positions in Å:
C 2.79 1.49 0.62
C 0.91 -0.14 0.56
C -1.34 -0.20 -0.46
N 0.11 1.56 -0.94
N 2.11 0.44 0.88
N 0.09 0.49 -0.35
H 0.91 2.05 -0.65
H 0.52 -1.04 1.04
H -1.83 0.51 0.14
H -1.46 -0.28 -1.52
H -1.18 -1.16 0.03
H 2.60 -0.28 1.51

Charges per atom according to natural (NBO) partitioning, unit e: atom 1 (C): 0.588, atom 2 (C): -0.077, atom 3 (C): -0.353, atom 4 (N): -0.292, atom 5 (N): -0.707, atom 6 (N): 0.027, atom 7 (H): 0.311, atom 8 (H): 0.260, atom 9 (H): 0.240, atom 10 (H): 0.253, atom 11 (H): 0.209, atom 12 (H): 0.540

=====

Record 4
The following is a quantum chemistry calculation of a 2-piece molecular cluster, C3H6N3 overall, from the OMol25 dataset.

Summary:
HOMO-LUMO gap: 8.82 eV
Charge: +1
Lowest unoccupied orbital energy: -6.24 eV
E_HOMO: -15.065 eV

Atoms and positions in Å:
C -2.36 -0.61 0.00
C 1.04 0.02 0.30
C 3.61 0.15 -0.17
N -3.37 0.02 0.00
N -4.32 0.76 0.03
N 2.18 0.05 0.15
H -2.26 -1.60 -0.28
H -1.30 -0.18 -0.01
H 3.51 -0.24 -1.25
H 3.77 1.23 -0.27
H 4.20 -0.36 0.53
H -4.70 0.77 0.98

Charges per atom according to natural (NBO) partitioning, unit e: atom 1 (C): -0.077, atom 2 (C): 0.192, atom 3 (C): -0.426, atom 4 (N): 0.108, atom 5 (N): -0.094, atom 6 (N): -0.447, atom 7 (H): 0.280, atom 8 (H): 0.335, atom 9 (H): 0.246, atom 10 (H): 0.242, atom 11 (H): 0.245, atom 12 (H): 0.396

=====

Record 5
The following is a quantum chemistry calculation of C3H6N3O as an isolated structure, from the OMol25 dataset.

Summary:
HOMO-LUMO gap: 10.56 eV
Charge: +1
Lowest unoccupied orbital energy: -4.52 eV
E_HOMO: -15.081 eV

Atoms and positions in Å:
C -1.74 1.66 -0.02
C -0.82 -0.83 -0.89
C 0.51 1.43 1.85
N -0.84 0.84 0.11
N 0.33 0.75 0.81
N 0.38 -0.93 -1.40
O -2.63 2.32 -0.28
H -1.02 -1.41 0.01
H -1.65 -0.63 -1.54
H -0.20 2.12 2.29
H 1.46 1.29 2.35
H 1.16 -1.22 -0.83
H 0.60 -0.53 -2.30

Charges per atom according to natural (NBO) partitioning, unit e: atom 1 (C): 0.909, atom 2 (C): 0.087, atom 3 (C): -0.012, atom 4 (N): -0.430, atom 5 (N): -0.262, atom 6 (N): -0.673, atom 7 (O): -0.349, atom 8 (H): 0.236, atom 9 (H): 0.227, atom 10 (H): 0.184, atom 11 (H): 0.223, atom 12 (H): 0.433, atom 13 (H): 0.425

=====

Record 6
The following is a quantum chemistry calculation of an isolated ion of composition C3H6N3O and charge +1, from the OMol25 dataset.

Summary:
HOMO-LUMO gap: 8.36 eV
Charge: +1
Lowest unoccupied orbital energy: -5.26 eV
E_HOMO: -13.622 eV

Atoms and positions in Å:
C 0.99 -1.00 0.26
C 0.73 -1.62 -0.96
C -0.82 0.31 -0.36
N 0.16 0.06 0.49
N -1.30 1.37 -0.90
N 0.25 0.76 1.63
O -0.13 -1.13 -1.71
H 1.67 -1.32 1.02
H 1.24 -2.55 -1.23
H -2.21 1.32 -1.36
H -0.73 2.17 -1.17
H 0.68 0.28 2.42
H -0.54 1.35 1.87

Charges per atom according to natural (NBO) partitioning, unit e: atom 1 (C): -0.167, atom 2 (C): 0.310, atom 3 (C): 0.542, atom 4 (N): -0.093, atom 5 (N): -0.711, atom 6 (N): -0.573, atom 7 (O): -0.463, atom 8 (H): 0.248, atom 9 (H): 0.208, atom 10 (H): 0.446, atom 11 (H): 0.424, atom 12 (H): 0.417, atom 13 (H): 0.413

=====

Record 7
The following is a quantum chemistry calculation of an isolated ion of composition C3H6N3O2 and charge -1, from the OMol25 dataset.

Summary:
HOMO-LUMO gap (spin up / spin down): 7.36 / 7.36 eV
Charge: -1
Lowest unoccupied orbital energy (spin up / spin down): 4.27 / 4.27 eV
E_HOMO (spin up / spin down): -3.085 / -3.085 eV

Atoms and positions in Å:
C 1.19 -1.77 -0.39
C 0.93 1.17 -0.48
C 0.21 -0.30 -0.46
N -1.54 -1.28 0.48
N -2.36 -1.52 1.42
N -0.60 -0.51 0.66
O 2.35 -1.56 -0.20
O 0.48 -2.72 -0.48
H 0.17 1.95 -0.79
H 1.92 1.18 -0.97
H 1.03 1.35 0.66
H -0.42 -0.43 -1.27
H -1.79 -1.80 -0.38
H -2.03 -1.09 2.26

Charges per atom according to natural (NBO) partitioning, unit e: atom 1 (C): 0.828, atom 2 (C): -0.636, atom 3 (C): -0.229, atom 4 (N): 0.019, atom 5 (N): -0.644, atom 6 (N): -0.294, atom 7 (O): -0.731, atom 8 (O): -0.760, atom 9 (H): 0.185, atom 10 (H): 0.221, atom 11 (H): 0.210, atom 12 (H): 0.141, atom 13 (H): 0.385, atom 14 (H): 0.306

=====

Record 8
The following is a quantum chemistry calculation of an isolated ion of composition C3H6N3O2 and charge +1, from the OMol25 dataset.

Summary:
HOMO-LUMO gap: 9.79 eV
Charge: +1
Lowest unoccupied orbital energy: -3.16 eV
E_HOMO: -12.951 eV

Atoms and positions in Å:
C 0.61 1.43 0.13
C 1.28 0.24 0.06
C -0.97 -0.17 0.07
N 0.32 -0.71 0.12
N -0.75 1.17 0.07
N -2.18 -0.70 0.04
O 2.58 -0.07 0.04
O 0.52 -2.08 0.14
H 0.79 2.49 0.27
H -1.29 1.96 -0.24
H -2.37 -1.57 -0.47
H -2.94 -0.16 0.48
H 3.12 0.63 -0.42
H 1.27 -2.46 -0.32

Charges per atom according to natural (NBO) partitioning, unit e: atom 1 (C): -0.165, atom 2 (C): 0.421, atom 3 (C): 0.573, atom 4 (N): -0.046, atom 5 (N): -0.496, atom 6 (N): -0.790, atom 7 (O): -0.639, atom 8 (O): -0.508, atom 9 (H): 0.256, atom 10 (H): 0.456, atom 11 (H): 0.444, atom 12 (H): 0.441, atom 13 (H): 0.529, atom 14 (H): 0.524

=====

Here are the calculated electronic energy numbers, same order: -1023.6224; -1421.9214; -281.6693; -281.7486; -357.0782; -357.0383; -432.6080; -432.3486 (Eh).
Here are the calculated largest force on an atom numbers, same order: 5.46; 2.55; 4.55; 5.20; 1.06; 2.09; 4.22; 2.72 (eV/Å).
Here are the calculated ΔE to the lowest compared entry with this formula, charge and spin numbers, same order: 113.27; 48.39; 155.97; 106.21; 49.29; 74.34; 21.19; 33.09 (kcal per mole).